[1]
This record from OMol25 describes C67H58CrFN3O5P2S2 as an isolated structure at a distorted geometry. The level of theory is ωB97M-V with the def2-TZVPD basis set.

spin multiplicity = 4
Kohn-Sham gap (spin up / spin down) = 0.2762 / 0.2922 hartree
net charge = +1
⟨S²⟩ = 3.793
LUMO energy (spin up / spin down) = -1.94 / -1.71 eV
energy relative to the best compared isomer or geometry (same formula, charge and spin) = 0.00 kcal/mol

Each line ends with the Mulliken spin population.
Element x y z (Å)
Cr 0.10202 -0.33018 -1.71983  3.19
O -2.17122 0.57734 -0.39730  0.00
S -0.83437 0.72198 0.29521  -0.20
C -1.36690 0.04313 1.88588  -0.01
C -2.05755 0.87193 2.75718  0.00
C -2.91189 0.35524 3.71594  0.00
C -3.13374 -1.00644 3.72349  0.00
C -4.19652 -1.77291 4.45438  0.00
C -4.31828 -3.06467 3.62770  0.00
C -2.95567 -3.25005 2.94832  0.00
C -1.51010 -4.58742 2.09578  0.01
C -0.37845 -3.73979 1.52606  0.03
C -0.85718 -2.36383 0.98991  0.02
P -2.52629 -2.78875 0.12150  0.05
C -2.27448 -4.00515 -1.23426  -0.01
C -3.44341 -4.14085 -1.99357  0.00
C -3.49930 -4.99364 -3.08296  0.00
C -2.37039 -5.70722 -3.45834  0.00
C -1.19957 -5.56285 -2.73109  0.00
C -1.14894 -4.72160 -1.62856  0.00
C -2.83325 -3.97875 1.55777  0.00
C -1.96189 -4.30500 3.53750  0.00
C -2.62652 -5.52001 4.11086  0.00
C -3.56726 -6.24381 3.49338  0.00
C -4.19340 -5.98123 2.19775  0.00
C -3.90596 -4.99582 1.33925  0.00
C -1.45841 -1.36457 1.97661  0.03
C -2.41271 -1.84673 2.88154  -0.01
C -0.69074 2.49408 0.50393  0.02
C -0.17134 3.04941 1.64741  0.00
C -0.05521 4.43976 1.83297  0.00
C -0.49002 5.26013 0.83269  0.00
C -0.56696 6.76209 0.74240  0.00
C -1.04439 7.04976 -0.70339  0.00
C -1.28950 5.69071 -1.30526  0.00
C -1.72413 5.31596 -2.54327  0.00
C -1.74307 3.94423 -2.84900  -0.01
C -1.40472 2.93994 -1.95833  0.01
P -1.35100 1.26291 -2.70097  0.11
C -0.57711 1.61382 -4.33317  -0.04
C 0.55194 2.43525 -4.38088  0.02
C 1.20522 2.66835 -5.57905  0.00
C 0.75252 2.06957 -6.74681  0.00
C -0.33819 1.21639 -6.70273  0.00
C -1.00125 0.99066 -5.50440  0.01
C -3.06463 0.83894 -3.11699  -0.04
C -4.13677 1.71630 -2.99902  0.00
C -5.40450 1.31804 -3.39582  0.00
C -5.60901 0.04909 -3.91574  0.00
C -4.54866 -0.84167 -4.00152  0.01
C -3.28303 -0.45676 -3.58815  0.01
C -1.03811 3.30446 -0.62094  0.01
C -0.95532 4.69087 -0.37172  0.00
H -1.99195 1.94202 2.63698  0.00
H -3.45902 1.01754 4.37433  0.00
H -5.13502 -1.22161 4.50121  0.00
H -3.88099 -1.98475 5.48022  0.00
H -5.08511 -2.95295 2.85838  0.00
H -4.58469 -3.91688 4.24603  0.00
H -1.35529 -5.64401 1.87415  0.00
H -0.11490 -4.24539 0.60107  -0.01
H -4.31328 -3.55188 -1.72081  0.00
H -4.41854 -5.09788 -3.64576  0.00
H -2.39935 -6.35838 -4.32205  0.00
H -0.31153 -6.10890 -3.02481  0.00
H -0.20528 -4.61213 -1.11217  0.01
H -1.20445 -3.91084 4.21972  0.00
H -2.28896 -5.83930 5.09025  0.00
H -3.94832 -7.11562 4.01292  0.00
H -4.99017 -6.66495 1.92778  0.00
H -4.47820 -4.92037 0.42142  0.00
H 0.16048 2.39058 2.43684  0.00
H 0.35045 4.82252 2.76128  0.00
H 0.39624 7.22594 0.95809  0.00
H -1.27753 7.14746 1.47574  0.00
H -0.28592 7.58742 -1.27477  0.00
H -1.94832 7.65954 -0.72034  0.00
H -2.01200 6.03764 -3.29721  0.00
H -2.00982 3.65706 -3.85835  0.00
H 0.91023 2.89697 -3.46940  0.00
H 2.06926 3.32026 -5.60635  0.00
H 1.25073 2.26542 -7.68749  0.00
H -0.68224 0.72891 -7.60582  0.00
H -1.85640 0.33002 -5.48487  0.00
H -3.98834 2.70626 -2.59242  0.00
H -6.23528 2.00537 -3.30052  0.00
H -6.59670 -0.24843 -4.24358  0.00
H -4.70903 -1.83843 -4.39230  0.00
H -2.45268 -1.15619 -3.61827  0.00
C 5.82686 5.08386 -1.04825  0.00
C 6.33122 3.67519 -0.73490  0.00
C 7.55071 3.66761 0.17809  0.00
C 7.19510 4.23544 1.54655  0.00
C 5.97960 3.54433 2.10692  0.00
C 5.76047 3.52261 3.46751  0.00
C 4.65656 2.85896 3.98945  0.00
F 4.48662 2.84158 5.32358  0.00
C 3.76335 2.21144 3.18399  0.00
C 3.96299 2.21738 1.80028  0.00
C 2.99541 1.50779 0.95303  0.00
O 2.03409 0.91022 1.43760  0.00
C 3.30472 1.54934 -0.46113  -0.04
C 4.39063 2.22130 -0.91300  0.00
N 5.25647 2.88449 -0.11762  0.00
C 5.06730 2.89029 1.25188  0.00
C 2.34898 0.88259 -1.41636  -0.05
O 2.67836 -0.07014 -2.12051  0.02
O 1.14905 1.36050 -1.41042  -0.02
H 6.63801 5.69702 -1.44157  0.00
H 5.42797 5.56053 -0.15252  0.00
H 5.03150 5.04525 -1.79300  0.00
H 6.59090 3.17803 -1.67053  0.00
H 8.35024 4.24573 -0.28396  0.00
H 7.90060 2.63876 0.29068  0.00
H 7.00821 5.30990 1.47035  0.00
H 8.03289 4.10915 2.23240  0.00
H 6.45373 4.01217 4.13980  0.00
H 2.91252 1.67731 3.58499  0.00
H 4.60095 2.26179 -1.97492  0.00
C 1.01325 -1.93720 3.96507  0.00
N 1.45383 -3.12943 3.27278  0.00
C 2.74752 -3.69214 3.67881  0.00
C 2.97904 -4.83471 2.68470  0.00
N 1.70664 -4.85213 1.97673  0.00
C 0.91861 -3.82273 2.28576  -0.03
S 0.64189 -1.84282 0.05206  -0.02
H 1.87740 -1.29072 4.11613  0.00
H 0.58988 -2.18821 4.94052  0.00
H 0.28372 -1.39685 3.38444  0.00
H 2.68942 -4.04229 4.71097  0.00
H 3.51441 -2.92074 3.61923  0.00
H 3.16993 -5.78992 3.16941  0.00
H 3.79630 -4.61953 1.99602  0.00
H 1.55811 -5.42266 1.16291  0.00
C 0.92395 -2.52351 -3.32702  0.04
O -0.02760 -1.55451 -2.96248  -0.10
H 0.46986 -3.25922 -3.99432  0.00
H 1.31695 -3.03801 -2.44125  -0.01
H 1.76245 -2.04578 -3.84032  -0.01

=====

[2]
This record from OMol25 describes C29H45BN8O2Ru as an isolated structure. The level of theory is ωB97M-V with the def2-TZVPD basis set.

spin multiplicity = 6
Kohn-Sham gap (spin up / spin down) = 0.3213 / 0.2271 hartree
net charge = +1
⟨S²⟩ = 8.758
LUMO energy (spin up / spin down) = -1.83 / -4.42 eV

Each line ends with the Mulliken spin population.
Element x y z (Å)
Ru -0.23801 0.63970 -0.17091  4.61
C -0.78670 -3.89630 -2.19918  0.00
C -0.35049 -2.43374 -2.21936  0.04
C 0.65032 -2.15906 -3.34644  0.00
C -1.52309 -1.50807 -2.29767  -0.05
C -2.77645 -1.69681 -2.88002  0.02
C -3.47222 -0.53003 -2.61677  0.02
N -2.67680 0.29975 -1.93899  0.03
N -1.46527 -0.28390 -1.75708  0.12
B -3.00697 1.67699 -1.31887  -0.01
N -3.06398 1.57954 0.22962  0.00
C -4.16091 1.67986 0.97996  0.02
C -3.80208 1.57524 2.30769  0.02
C -2.41843 1.40215 2.30342  0.00
N -1.96992 1.41432 1.03171  0.13
C -1.53235 1.25369 3.51104  0.00
C -2.16800 1.91739 4.73144  0.00
C -1.21802 -0.21345 3.81747  0.01
N -1.92025 2.67899 -1.72174  -0.02
C -2.07135 3.79235 -2.44224  0.03
C -0.84012 4.39196 -2.58789  0.02
C 0.05593 3.56310 -1.91109  0.00
N -0.60832 2.51870 -1.38135  0.10
C 1.54087 3.77236 -1.83551  -0.01
C 2.15447 3.35412 -0.50708  -0.01
C 2.22457 3.07533 -3.01666  0.01
H 0.06960 -4.54407 -2.00651  0.00
H -1.21297 -4.18987 -3.16160  0.00
H -1.53926 -4.08398 -1.42874  0.00
H 0.13603 -2.22045 -1.26926  0.07
H 0.17499 -2.30096 -4.31931  0.00
H 1.50325 -2.83769 -3.27838  0.00
H 1.02510 -1.13346 -3.30357  0.01
H -3.13133 -2.56256 -3.41419  0.00
H -4.47796 -0.23466 -2.87229  0.00
H -4.07619 2.04194 -1.72208  0.00
H -5.12219 1.84754 0.51994  0.00
H -4.45090 1.64739 3.16367  0.00
H -0.59965 1.77788 3.30513  0.00
H -3.07397 1.38832 5.03704  0.00
H -2.42871 2.95901 4.53910  0.00
H -1.47410 1.88966 5.57239  0.00
H -2.14787 -0.75065 4.03352  0.00
H -0.57479 -0.28742 4.69643  0.00
H -0.70884 -0.70707 2.99372  0.00
H -3.04779 4.08436 -2.79572  0.00
H -0.60993 5.30926 -3.10517  0.00
H 1.68355 4.84930 -1.94833  0.00
H 2.06756 2.28053 -0.35228  0.08
H 1.68745 3.86605 0.33685  0.00
H 3.22284 3.57590 -0.49273  0.00
H 2.06985 1.99616 -2.95972  0.00
H 3.29900 3.26643 -3.00791  0.00
H 1.81985 3.42017 -3.96888  0.00
C 3.87725 -0.06971 -1.78893  0.02
N 3.94386 -1.39205 -1.21030  0.00
C 5.18881 -1.63807 -0.51136  0.00
C 2.74771 -1.75053 -0.47530  -0.10
C 2.47342 -0.92602 0.76904  -0.49
C 3.18945 -1.18226 1.93649  0.02
C 3.05607 -0.39284 3.07787  0.03
C 2.21092 0.70480 3.07453  0.00
C 1.49257 0.97354 1.91661  -0.45
C 1.58426 0.15045 0.79626  0.71
H 4.72760 0.07850 -2.45559  0.00
H 3.88104 0.75149 -1.05114  0.00
H 2.96490 0.01713 -2.38386  0.00
H 6.01817 -1.52184 -1.20890  0.00
H 5.20570 -2.66462 -0.13917  0.00
H 5.37352 -0.96200 0.33859  0.00
H 2.81234 -2.80790 -0.20436  0.01
H 1.91521 -1.63269 -1.16117  -0.03
H 3.86942 -2.02687 1.95463  0.00
H 3.62801 -0.63236 3.96592  0.00
H 2.11437 1.34056 3.94596  0.00
H 0.85608 1.85379 1.90148  0.03
N -1.94923 -4.51124 2.29289  0.00
C -2.41330 -3.28569 1.66223  0.01
C -1.23377 -2.45842 1.20561  -0.03
O -0.05032 -3.00553 1.38604  0.00
O -1.37490 -1.36600 0.69045  0.00
H -2.40580 -5.33457 1.92894  0.00
H -2.07318 -4.49945 3.29556  0.00
H -0.23901 -3.87746 1.81501  0.00
H -3.02170 -2.65414 2.31044  0.00
H -3.00851 -3.48923 0.77093  0.00

=====

[3]
This record from OMol25 describes a 2-piece molecular cluster, C2H7NO2 overall at a distorted geometry. The level of theory is ωB97M-V with the def2-TZVPD basis set.

Kohn-Sham gap = 0.3901 hartree
LUMO energy = 0.76 eV
energy relative to the best compared isomer or geometry (same formula, charge and spin) = 41.72 kcal/mol

Each line ends with the natural charge from an NBO analysis.
Element x y z (Å)
N 2.13596 0.99985 -0.11233  -0.82
C 2.50951 0.34562 -1.24955  0.48
O 3.20934 -0.68970 -1.19103  -0.62
H 2.79405 0.88727 0.62922  0.41
H 1.48997 1.82590 -0.11557  0.40
H 2.18601 0.49418 -2.27000  0.15
C -2.73528 -0.60718 0.79984  -0.25
O -1.31781 -0.42859 0.96344  -0.72
H -2.93248 -1.12383 -0.15429  0.17
H -3.14177 0.38470 0.80125  0.17
H -3.21809 -1.10652 1.64980  0.17
H -0.97940 -0.98170 0.24922  0.47

=====

[4]
This record from OMol25 describes a 2-piece molecular cluster, H3N3O3 overall at a distorted geometry. The level of theory is ωB97M-V with the def2-TZVPD basis set.

Kohn-Sham gap (spin up / spin down) = 0.3302 / 0.3302 hartree
LUMO energy (spin up / spin down) = -0.47 / -0.47 eV
energy relative to the best compared isomer or geometry (same formula, charge and spin) = 152.27 kcal/mol

Each line ends with the natural charge from an NBO analysis.
Element x y z (Å)
H 0.88673 2.04022 -0.43242  0.35
N 1.40150 1.39047 0.11766  -0.44
N 1.07338 0.21546 -0.16083  0.19
N 1.38462 -0.90613 -0.24713  0.32
O 0.93449 -2.00498 -0.10807  -0.41
O -1.39232 0.30456 -0.28660  -0.48
O -1.44562 -0.68269 0.71564  -0.46
H -1.85036 1.03980 0.19764  0.47
H -0.99242 -1.39671 0.20411  0.47